[1]
Formula: C4H6O2
Source: OMol25
Level of theory: the ωB97M-V functional and the def2-TZVPD basis

XYZ file:
```
12
Properties=species:S:1:pos:R:3:mulliken_charge:R:1
C -0.970 1.311 -0.298 -0.84
C 0.258 1.111 0.146 0.34
C 1.566 0.526 0.185 -0.06
O 1.072 1.513 1.146 -0.42
H -1.318 0.796 -1.187 0.29
H -1.631 2.012 0.199 0.26
H 2.345 0.888 -0.481 0.22
H 1.699 -0.476 0.585 0.23
C -0.760 -1.919 -0.070 -0.21
O 0.211 -2.175 -0.739 -0.40
H -0.683 -1.573 0.979 0.31
H -1.790 -2.014 -0.466 0.28
```

Properties
energy above the lowest of the compared OMol25 structures with the same formula, charge and spin = 334.1 kJ/mol
SMILES string = C=C1CO1.C=O
molecular weight = 86.09 g/mol
total energy = -306.379028 Ha
orbital gap = 10.264 eV
multiplicity = 1
E_HOMO = -0.3474 hartree

[2]
Formula: C3H8N2O2
Source: OMol25
Level of theory: the ωB97M-V functional and the def2-TZVPD basis

XYZ file:
```
15
Properties=species:S:1:pos:R:3:mulliken_charge:R:1
N -0.403 -0.995 1.654 -0.54
C -1.089 -0.661 0.263 0.78
O -2.375 -0.535 0.471 -0.55
O -0.441 -1.496 -0.550 -0.57
H -1.151 -0.675 2.317 0.29
H -0.287 -1.971 1.794 0.24
C 1.470 0.568 -1.380 -0.72
C -0.571 0.804 0.039 -0.51
N 0.936 0.821 -0.002 -0.30
H 0.869 -0.278 -1.761 0.32
H 2.534 0.340 -1.389 0.29
H 1.288 1.469 -1.995 0.27
H -0.968 1.239 -0.904 0.34
H -0.974 1.390 0.878 0.30
H 1.162 -0.021 0.565 0.37
```

Properties
energy above the lowest of the compared OMol25 structures with the same formula, charge and spin = 625.3 kJ/mol
molecular weight = 104.11 g/mol
total energy = -378.902856 Ha
orbital gap = 6.625 eV
multiplicity = 1
E_HOMO = -0.3660 hartree